Formula: C2H3N2O2
Source: the Open Molecules 2025 dataset
Level of theory: ωB97M-V with the def2-TZVPD basis set

Calculated values
Relative energy (zero: lowest compared OMol25 entry of this formula, charge and spin) in kJ/mol: 408.5
<S²>: 2.01
Frontier orbital gap (spin up / spin down) in eV: 7.7 / 7.5

The geometry in ORCA input format:
```
! RIJCOSX wB97M-V def2-TZVPD def2/J DEFGRID3
* xyz 1 3
C -1.774 0.355 0.146
C 0.950 0.104 0.826
N -0.689 -0.082 -0.178
N 1.913 -0.052 0.242
O -2.738 0.652 0.653
O -0.101 -0.264 -1.394
H 0.667 0.515 1.764
H 2.597 -0.476 -0.295
H -0.823 -0.752 -1.764
*
```

The net atomic charges from Löwdin, expressed in e, are:
1. C -0.235
2. C 0.033
3. N 0.027
4. N 0.293
5. O 0.312
6. O 0.177
7. H 0.134
8. H 0.123
9. H 0.136


Formula: C50H44BrCl3N4O5ReS2SiTe
Source: the Open Molecules 2025 dataset
Level of theory: ωB97M-V with the def2-TZVPD basis set

Calculated values
Relative energy (zero: lowest compared OMol25 entry of this formula, charge and spin) in kJ/mol: 0.0
<S²>: 0.76
Frontier orbital gap (spin up / spin down) in eV: 6.7 / 7.1

The geometry in ORCA input format:
```
! RIJCOSX wB97M-V def2-TZVPD def2/J DEFGRID3
* xyz 0 2
Re -0.732 -0.834 0.915
C -4.018 1.260 3.078
Si -2.153 1.137 3.187
C -1.776 -0.192 4.434
C -1.384 2.748 3.787
N -1.631 0.780 1.485
C -2.177 1.619 0.485
C -2.456 2.976 0.672
C -3.058 3.730 -0.321
C -3.379 3.154 -1.542
C -3.094 1.815 -1.766
C -2.503 1.073 -0.758
O -2.184 -0.269 -0.923
C -3.096 -1.022 -1.698
C -4.345 -1.294 -1.173
C -5.229 -2.052 -1.925
C -4.855 -2.522 -3.177
C -3.599 -2.225 -3.686
C -2.710 -1.458 -2.949
H -4.425 1.456 4.074
H -4.417 0.299 2.742
H -4.382 2.036 2.404
H -2.552 -0.128 5.205
H -0.807 -0.051 4.914
H -1.800 -1.194 4.013
H -1.025 2.614 4.810
H -2.106 3.568 3.795
H -0.529 3.054 3.181
H -2.202 3.443 1.613
H -3.265 4.777 -0.145
H -3.846 3.741 -2.321
H -3.350 1.341 -2.704
H -4.612 -0.922 -0.192
H -6.207 -2.284 -1.525
H -5.542 -3.126 -3.754
H -3.296 -2.603 -4.654
H -1.725 -1.225 -3.324
Te -2.486 -2.741 1.409
C -1.908 -3.989 3.025
C -1.037 -5.054 2.806
C -0.700 -5.912 3.844
C -1.240 -5.722 5.108
C -2.122 -4.674 5.328
C -2.457 -3.812 4.290
H -0.616 -5.211 1.819
H -0.018 -6.734 3.661
H -0.979 -6.391 5.918
H -2.553 -4.523 6.310
H -3.148 -2.999 4.472
Br 3.253 -0.674 6.410
C 2.151 -0.739 4.866
C 1.637 -1.954 4.440
C 0.817 -1.990 3.322
C 0.488 -0.837 2.600
C 1.067 0.360 3.044
C 1.879 0.425 4.171
H 1.861 -2.862 4.986
H 0.416 -2.945 3.013
H 0.877 1.280 2.500
H 2.298 1.367 4.500
O -0.240 -3.682 -4.002
S 0.772 -2.948 -3.300
O 1.488 -1.933 -4.036
N 0.181 -2.283 -1.928
C 0.791 -2.763 -0.875
O 0.587 -2.379 0.315
C 1.812 -3.816 -1.147
C 2.592 -4.515 -0.244
C 3.480 -5.456 -0.752
C 3.579 -5.681 -2.123
C 2.795 -4.972 -3.027
C 1.920 -4.044 -2.504
H 2.502 -4.326 0.818
H 4.105 -6.024 -0.075
H 4.278 -6.421 -2.491
H 2.866 -5.143 -4.092
Cl 5.695 6.028 -0.263
C 4.817 4.938 -1.284
C 3.788 4.179 -0.754
C 3.089 3.325 -1.587
C 3.378 3.200 -2.946
C 2.558 2.358 -3.908
C 2.159 0.925 -3.499
N 1.894 0.608 -2.099
C 2.849 0.295 -1.153
C 2.186 0.052 0.002
N 0.827 0.200 -0.221
C 0.703 0.512 -1.504
O 1.484 3.097 -4.491
C 0.327 3.384 -3.730
C 0.490 4.422 -2.653
C 1.068 5.647 -2.800
Cl 1.743 6.305 -4.231
S 1.101 6.545 -1.340
C 0.304 5.284 -0.500
C 0.044 4.228 -1.314
C 4.424 3.987 -3.434
Cl 4.872 3.960 -5.115
C 5.146 4.848 -2.622
H 3.528 4.265 0.292
H 2.268 2.773 -1.157
H 3.190 2.193 -4.777
H 2.948 0.245 -3.812
H 1.281 0.638 -4.075
H 3.899 0.299 -1.386
H 2.568 -0.237 0.965
H -0.230 0.631 -2.025
H -0.084 2.477 -3.274
H -0.402 3.724 -4.468
H 0.068 5.391 0.547
H -0.446 3.322 -0.981
H 5.944 5.447 -3.037
*
```

Atomic partial charges in e from the Löwdin method, atoms 1 to 99:
1. Re 1.217
2. C -0.155
3. Si 0.460
4. C -0.164
5. C -0.171
6. N -0.229
7. C -0.280
8. C -0.056
9. C -0.085
10. C -0.069
11. C 0.005
12. C -0.231
13. O -0.169
14. C -0.301
15. C -0.066
16. C -0.063
17. C -0.074
18. C -0.052
19. C -0.013
20. H 0.038
21. H 0.031
22. H 0.027
23. H 0.048
24. H 0.035
25. H -0.021
26. H 0.037
27. H 0.032
28. H 0.024
29. H 0.084
30. H 0.113
31. H 0.110
32. H 0.127
33. H 0.105
34. H 0.109
35. H 0.105
36. H 0.112
37. H 0.102
38. Te 1.042
39. C -0.627
40. C -0.172
41. C -0.090
42. C -0.093
43. C -0.085
44. C -0.164
45. H 0.092
46. H 0.101
47. H 0.100
48. H 0.102
49. H 0.086
50. Br 0.714
51. C -0.704
52. C -0.118
53. C -0.109
54. C -0.353
55. C -0.175
56. C -0.141
57. H 0.102
58. H 0.069
59. H 0.084
60. H 0.101
61. O -0.284
62. S 0.646
63. O -0.302
64. N -0.004
65. C -0.496
66. O -0.226
67. C -0.129
68. C 0.007
69. C -0.059
70. C -0.063
71. C -0.026
72. C -0.206
73. H 0.122
74. H 0.107
75. H 0.107
76. H 0.123
77. Cl 0.685
78. C -0.663
79. C -0.094
80. C -0.040
81. C -0.164
82. C -0.261
83. C -0.045
84. N -0.044
85. C -0.035
86. C -0.087
87. N -0.040
88. C -0.147
89. O -0.101
90. C -0.142
91. C -0.317
92. C -0.962
93. Cl 0.702
94. S 1.013
95. C -0.400
96. C -0.161
97. C -0.580
98. Cl 0.732
99. C -0.130


Formula: C4H6O2
Source: the Open Molecules 2025 dataset
Level of theory: ωB97M-V with the def2-TZVPD basis set

Calculated values
Relative energy (zero: lowest compared OMol25 entry of this formula, charge and spin) in kJ/mol: 385.9
Frontier orbital gap in eV: 9.9

The geometry in ORCA input format:
```
! RIJCOSX wB97M-V def2-TZVPD def2/J DEFGRID3
* xyz 0 1
O 0.634 1.608 0.839
C 0.086 0.451 0.316
C -0.111 -0.883 0.926
C 0.642 -0.667 -0.445
O -0.218 -0.621 -1.532
C -0.800 0.564 -0.942
H 0.852 1.431 1.760
H 0.687 -1.589 1.082
H -1.107 -1.315 0.942
H 1.701 -0.906 -0.544
H -1.887 0.506 -0.866
H -0.480 1.421 -1.537
*
```

The net atomic charges from Löwdin, expressed in e, are:
1. O 0.046
2. C -0.454
3. C 0.022
4. C -0.238
5. O -0.044
6. C -0.063
7. H 0.103
8. H 0.097
9. H 0.108
10. H 0.162
11. H 0.127
12. H 0.133


Formula: CH15NO5
Source: the Open Molecules 2025 dataset
Level of theory: ωB97M-V with the def2-TZVPD basis set

Calculated values
Relative energy (zero: lowest compared OMol25 entry of this formula, charge and spin) in kJ/mol: 91.1
<S²>: 0.75
Frontier orbital gap (spin up / spin down) in eV: 2.6 / 9.6

The geometry in ORCA input format:
```
! RIJCOSX wB97M-V def2-TZVPD def2/J DEFGRID3
* xyz -1 2
C -0.276 1.593 0.104
N 1.020 1.666 0.863
H -0.661 2.488 -0.273
H -0.137 0.970 -0.795
H -0.980 1.142 0.828
H 1.012 2.255 1.670
H 1.786 2.241 0.397
H 0.326 2.501 -4.013
H 0.830 1.306 -3.158
O 0.306 1.510 -3.984
H 0.431 -2.085 -3.522
H 0.406 -1.539 -2.124
O 0.668 -1.297 -3.008
H -0.887 -0.948 2.936
H -1.842 -1.962 3.626
O -1.737 -1.392 2.885
H 1.416 0.198 2.411
H 1.904 -0.671 3.546
O 1.013 -0.457 3.124
H -1.996 -3.169 -0.522
H -0.952 -1.992 -0.212
O -1.650 -2.360 -0.780
*
```

The net atomic charges from Löwdin, expressed in e, are:
1. C -0.246
2. N -0.159
3. H 0.016
4. H 0.046
5. H 0.064
6. H -0.014
7. H 0.025
8. H 0.032
9. H 0.024
10. O -0.147
11. H 0.033
12. H -0.011
13. O -0.094
14. H -0.042
15. H -0.008
16. O -0.126
17. H 0.013
18. H 0.003
19. O -0.342
20. H -0.018
21. H 0.025
22. O -0.075


Formula: C6H6LiO2Sm
Source: the Open Molecules 2025 dataset
Level of theory: ωB97M-V with the def2-TZVPD basis set

Calculated values
<S²>: 12.01
Frontier orbital gap (spin up / spin down) in eV: 8.6 / 8.9

The geometry in ORCA input format:
```
! RIJCOSX wB97M-V def2-TZVPD def2/J DEFGRID3
* xyz 3 7
C 2.729 -0.180 0.905
C 1.690 0.634 1.206
C 0.827 0.665 2.425
H 3.309 0.031 0.002
H 3.120 -0.918 1.614
H 1.369 1.381 0.474
H 0.897 1.656 2.906
C 1.150 -0.278 3.445
O 1.391 -1.022 4.251
O -0.654 -1.549 0.816
C -1.288 -0.561 1.363
C -0.941 0.489 2.093
Sm 0.924 -1.498 -0.847
Li -1.529 -3.288 1.223
H -2.380 -0.006 1.328
H -1.566 0.895 2.883
*
```

The net atomic charges from Löwdin, expressed in e, are:
1. C -0.032
2. C -0.158
3. C -0.140
4. H 0.097
5. H 0.106
6. H 0.146
7. H 0.197
8. C 0.052
9. O 0.429
10. O -0.429
11. C -0.368
12. C 0.061
13. Sm 1.787
14. Li 0.898
15. H 0.216
16. H 0.138


Formula: C28H53B2N8O2
Source: the Open Molecules 2025 dataset
Level of theory: ωB97M-V with the def2-TZVPD basis set

Calculated values
Frontier orbital gap in eV: 5.7

The geometry in ORCA input format:
```
! RIJCOSX wB97M-V def2-TZVPD def2/J DEFGRID3
* xyz -1 1
C -1.403 4.713 -2.815
C -0.232 5.824 -2.395
C 1.297 5.304 -2.682
C 1.693 3.895 -1.917
C 2.883 3.139 -2.760
C 2.354 2.040 -3.861
B 1.645 0.708 -3.151
C 2.734 -0.497 -2.894
C 2.389 -1.346 -1.503
C 2.956 -0.476 -0.233
C 1.806 0.258 0.676
N 1.307 -0.547 1.856
C 2.414 -0.922 2.822
C 2.869 -2.531 2.801
O 3.039 -0.026 3.636
B 0.264 0.224 -3.938
O 0.215 -0.726 -5.078
C -1.166 0.887 -3.402
C -2.007 -0.109 -2.403
H -1.783 4.109 -1.879
H -2.326 5.264 -3.281
H -0.988 3.909 -3.584
H -0.424 6.141 -1.283
H -0.428 6.760 -3.097
H 1.459 5.217 -3.845
H 2.038 6.140 -2.287
H 0.724 3.239 -1.754
H 2.130 4.188 -0.846
H 3.526 3.955 -3.326
H 3.586 2.565 -2.016
H 3.276 1.746 -4.546
H 1.590 2.589 -4.580
H 1.285 1.075 -2.071
H 3.859 -0.099 -2.882
H 2.645 -1.302 -3.769
H 1.242 -1.613 -1.422
H 3.053 -2.332 -1.580
H 3.695 -1.166 0.356
H 3.623 0.396 -0.701
H 0.862 0.411 -0.039
H 2.141 1.361 0.978
H 0.689 0.116 2.413
H 4.024 -2.558 2.577
H 2.554 -3.104 3.774
H 2.350 -3.059 1.865
H 1.140 -0.929 -5.422
H -1.824 1.143 -4.345
H -0.861 1.852 -2.798
H -3.114 0.322 -2.324
H -1.536 -0.058 -1.330
H -2.022 -1.211 -2.847
C -1.325 -4.804 -1.767
C -1.070 -3.676 -0.782
N -0.858 -2.739 0.036
H -1.377 -5.759 -1.236
H -2.271 -4.636 -2.290
H -0.516 -4.849 -2.501
C -0.601 -0.833 4.693
C -1.674 -0.751 5.767
N -2.563 -0.683 6.658
H -0.216 -1.854 4.628
H -1.022 -0.549 3.724
H 0.222 -0.156 4.935
C -4.141 0.163 -6.779
C -4.079 1.195 -5.664
N -4.028 2.052 -4.740
H -4.975 -0.523 -6.606
H -4.284 0.662 -7.741
H -3.210 -0.409 -6.809
C 3.968 -0.845 6.715
C 3.286 -2.144 7.112
N 2.721 -3.222 7.440
H 3.449 -0.396 5.864
H 3.950 -0.143 7.554
H 5.008 -1.039 6.437
C -3.727 -8.658 -0.599
C -2.411 -8.258 -1.244
N -1.318 -7.926 -1.780
H -4.110 -9.569 -1.066
H -3.579 -8.841 0.469
H -4.462 -7.857 -0.724
C -6.006 -0.557 7.650
C -7.058 0.515 7.419
N -7.931 1.405 7.227
H -5.128 -0.357 7.030
H -5.706 -0.564 8.701
H -6.410 -1.538 7.388
C 2.267 3.991 3.466
C 1.603 3.666 2.138
N 1.052 3.396 1.036
H 3.324 4.220 3.308
H 1.780 4.856 3.924
H 2.185 3.136 4.143
*
```

The net atomic charges from Löwdin, expressed in e, are:
1. C -0.153
2. C -0.265
3. C -0.238
4. C -0.222
5. C -0.231
6. C -0.186
7. B -0.627
8. C -0.204
9. C -0.214
10. C -0.177
11. C -0.215
12. N -0.028
13. C -0.297
14. C -0.044
15. O -0.103
16. B -0.357
17. O -0.027
18. C -0.192
19. C -0.143
20. H 0.075
21. H 0.063
22. H 0.075
23. H 0.097
24. H 0.093
25. H 0.109
26. H 0.101
27. H 0.092
28. H 0.077
29. H 0.097
30. H 0.095
31. H 0.096
32. H 0.093
33. H 0.065
34. H 0.098
35. H 0.083
36. H 0.098
37. H 0.094
38. H 0.090
39. H 0.112
40. H 0.124
41. H 0.087
42. H 0.095
43. H 0.087
44. H 0.077
45. H 0.094
46. H 0.085
47. H 0.059
48. H 0.074
49. H 0.063
50. H 0.062
51. H 0.074
52. C -0.093
53. C -0.199
54. N 0.099
55. H 0.011
56. H 0.074
57. H 0.080
58. C -0.079
59. C -0.183
60. N 0.082
61. H 0.081
62. H 0.075
63. H 0.069
64. C -0.077
65. C -0.203
66. N 0.109
67. H 0.070
68. H 0.070
69. H 0.077
70. C -0.080
71. C -0.215
72. N 0.069
73. H 0.037
74. H 0.073
75. H 0.079
76. C -0.075
77. C -0.184
78. N 0.102
79. H 0.075
80. H 0.077
81. H 0.077
82. C -0.091
83. C -0.217
84. N 0.068
85. H 0.037
86. H 0.074
87. H 0.073
88. C -0.073
89. C -0.170
90. N 0.130
91. H 0.076
92. H 0.071
93. H 0.066


Across the entries above, E takes the values -337.4167; -7913.7912; -306.3593; -477.9714; -1047.0076; -1736.4837 Eh, respectively.